Here is a 12-piece molecular cluster, C33H72O30 overall from the Open Molecules 2025 dataset. Energies are from ωB97M-V with the def2-TZVPD basis set.

Summary:
Total energy ... -96811.00566 eV
Strongest force on any atom ... 3.58 eV/Å
Kohn-Sham gap ... 10.09 eV

Last column: Mulliken charge in e.
Atoms and positions in Å:
C (9.20275, 10.86661, 19.94438)  -0.6220
O (9.91366, 12.12301, 19.85134)  -0.3394
C (10.77896, 12.18130, 18.88738)  0.7123
O (11.06338, 11.33620, 18.06879)  -0.5664
O (11.22778, 13.42283, 18.97266)  -0.2105
C (12.28377, 13.67964, 17.99474)  -0.2063
H (8.54806, 11.07515, 20.77015)  0.2551
H (9.90865, 10.07173, 20.25870)  0.2944
H (8.62734, 10.59094, 19.05830)  0.2619
H (11.87359, 13.40386, 17.00589)  0.0979
H (13.19386, 13.13532, 18.22224)  0.3490
H (12.48828, 14.74850, 17.96557)  -0.0399
C (7.32009, 22.00510, 14.28337)  -0.5451
O (7.21278, 21.17979, 15.47698)  -0.3734
C (7.41796, 19.84425, 15.27085)  0.9069
O (7.75228, 19.36546, 14.23550)  -0.5579
O (7.23232, 19.22547, 16.36612)  -0.3356
C (7.21210, 17.79461, 16.40130)  -0.3471
H (7.74375, 21.40275, 13.44666)  0.2088
H (7.96995, 22.79835, 14.62423)  0.2484
H (6.34226, 22.38202, 14.03928)  0.2495
H (6.73377, 17.57101, 17.37605)  0.2414
H (8.23370, 17.42785, 16.42838)  0.0544
H (6.80556, 17.34918, 15.46756)  0.2865
C (9.61171, 17.58406, 9.20923)  -0.5982
O (8.56341, 16.57828, 9.22085)  -0.0018
C (7.30336, 16.91009, 8.99121)  0.5335
O (6.92508, 18.01751, 9.05084)  -0.5455
O (6.54722, 15.77645, 8.70412)  -0.1735
C (5.34518, 15.91472, 8.01934)  -0.7964
H (9.88428, 17.91514, 8.22768)  0.4381
H (10.44131, 17.15654, 9.71828)  -0.0577
H (9.31428, 18.42214, 9.84296)  0.3501
H (5.16081, 14.90194, 7.68017)  0.2227
H (5.38755, 16.57866, 7.17852)  0.3451
H (4.60978, 16.30506, 8.74095)  0.3026
C (16.20595, 9.95485, 12.76551)  -0.7146
O (15.28925, 10.20988, 11.65646)  -0.3698
C (14.07334, 10.55792, 11.94825)  0.5054
O (13.24836, 10.96857, 11.11951)  -0.0492
O (13.78702, 10.47714, 13.24103)  -0.5133
C (12.68975, 11.13629, 13.77716)  0.1042
H (15.81715, 9.22115, 13.48843)  0.2940
H (16.35838, 10.90492, 13.24734)  0.2820
H (17.09079, 9.59492, 12.29039)  0.2833
H (12.47994, 10.75206, 14.78452)  0.1839
H (11.88597, 10.90674, 13.07059)  0.0952
H (12.86584, 12.20416, 13.71754)  -0.0522
C (8.68820, 12.32012, 16.49298)  -0.2230
O (8.15618, 13.47291, 15.70980)  -0.3762
C (8.25683, 13.29814, 14.38738)  0.7711
O (8.67264, 12.31508, 13.84414)  -0.5845
O (7.89380, 14.40604, 13.77300)  -0.3870
C (8.00736, 14.34165, 12.32620)  -0.4460
H (8.06374, 11.43547, 16.35926)  0.2231
H (8.61003, 12.73586, 17.53631)  0.1257
H (9.69662, 12.13754, 16.17064)  0.1097
H (8.62274, 13.54159, 12.07182)  0.3285
H (8.28925, 15.35471, 12.06031)  -0.0888
H (7.03380, 14.31866, 11.88293)  0.4588
C (8.94539, 9.46014, 11.74623)  -0.5953
O (9.68878, 9.67487, 10.59076)  -0.1760
C (10.75204, 8.89625, 10.38543)  0.8550
O (11.25786, 8.04898, 11.06568)  -0.5966
O (11.14940, 9.18479, 9.10805)  -0.2731
C (12.41355, 8.50873, 8.76779)  -0.5435
H (8.20021, 8.63374, 11.65280)  0.3055
H (8.33566, 10.38154, 11.87345)  0.0799
H (9.50269, 9.38368, 12.70024)  0.3017
H (13.21042, 8.85528, 9.40380)  0.0920
H (12.57538, 8.79651, 7.76353)  0.2137
H (12.28067, 7.43832, 8.89599)  0.3410
C (10.19479, 17.18124, 13.30773)  -1.3366
O (10.98313, 16.21084, 12.58757)  1.0185
C (11.83932, 15.60845, 13.36263)  0.4712
O (11.97182, 15.78474, 14.57010)  -0.6666
O (12.53020, 14.67584, 12.75849)  -0.2633
C (12.31205, 14.26270, 11.42805)  -0.4970
H (9.68462, 16.61260, 14.05132)  0.7953
H (9.43159, 17.59177, 12.65891)  0.1902
H (10.83576, 17.97218, 13.73593)  -0.0601
H (12.89858, 13.34380, 11.19990)  -0.2825
H (12.63602, 15.10236, 10.79934)  0.3436
H (11.25642, 14.02145, 11.22775)  0.3158
C (10.50702, 16.44827, 20.23723)  -0.7130
O (11.55893, 16.71179, 19.25759)  -0.3208
C (11.25924, 17.45542, 18.18681)  0.8763
O (10.15472, 17.68126, 17.76544)  -0.5402
O (12.45282, 17.86107, 17.64092)  -0.2998
C (12.34656, 18.66648, 16.44725)  -0.2137
H (9.56699, 16.21980, 19.75418)  0.3117
H (10.46145, 17.29615, 20.92288)  0.2957
H (10.91412, 15.54028, 20.69757)  0.2321
H (13.10720, 18.41647, 15.76677)  -0.1085
H (12.39153, 19.72422, 16.70754)  0.4365
H (11.37956, 18.47372, 15.91339)  -0.0264
C (10.99788, 20.73432, 10.91600)  -0.8438
O (11.60958, 19.44679, 10.71794)  -0.3397
C (12.34144, 18.99774, 11.70476)  0.9526
O (12.41254, 19.52493, 12.81334)  -0.6712
O (12.93985, 17.84032, 11.33012)  -0.2943
C (13.95624, 17.44669, 12.23499)  -0.6099
H (9.93596, 20.51741, 11.03679)  0.2521
H (11.11130, 21.21649, 9.98720)  0.3030
H (11.32506, 21.12368, 11.89671)  0.3943
H (14.79120, 18.11389, 12.14745)  0.5103
H (14.28930, 16.48377, 11.84127)  0.1445
H (13.58186, 17.20468, 13.27990)  0.1036
C (8.93415, 13.38777, 7.37322)  -1.1732
C (8.75442, 13.03552, 8.88523)  0.1872
O (10.02344, 12.69706, 9.46884)  0.0874
H (9.37388, 14.41279, 7.33504)  0.1263
H (7.97719, 13.42733, 6.79860)  0.3132
H (9.60551, 12.62839, 6.98292)  0.4920
H (8.03478, 12.17953, 8.86635)  0.2491
H (8.38188, 13.92707, 9.37815)  -0.1323
H (10.48681, 12.06830, 8.91577)  0.0228
C (15.31740, 16.40202, 16.17336)  -0.8909
C (15.29444, 14.98190, 15.55766)  -0.1313
O (14.09897, 14.27468, 15.67305)  -0.3316
H (16.32936, 16.82647, 16.07692)  0.4271
H (15.00784, 16.39758, 17.24086)  0.2408
H (14.77454, 17.25299, 15.74156)  -0.0161
H (16.14516, 14.40537, 16.05685)  0.3189
H (15.54437, 15.09409, 14.52028)  0.2483
H (13.44142, 14.77210, 15.20990)  0.1135
C (15.01328, 11.97740, 7.80688)  -1.0880
C (13.70388, 12.67054, 8.01886)  0.1510
O (12.61234, 11.75794, 8.41357)  -0.3696
H (15.47383, 11.60572, 8.73173)  0.1527
H (15.79139, 12.72178, 7.51356)  0.3938
H (15.01237, 11.21278, 7.03183)  0.2761
H (13.25446, 13.01662, 7.11240)  0.3402
H (13.71690, 13.42955, 8.78637)  -0.0519
H (12.49547, 11.68360, 9.39361)  0.1785

Atomic forces in eV per Å
C 0.621 -0.025 0.949
O -1.864 -1.795 0.786
C 0.659 0.664 -0.891
O -0.072 0.126 0.613
O 1.891 0.567 -1.142
C -0.818 0.421 -0.845
H -0.528 -0.259 0.262
H -0.437 0.343 -0.487
H 0.366 0.216 -0.049
H 0.558 -0.004 0.456
H -0.094 -0.192 0.028
H -0.147 -0.131 0.378
C 0.712 -1.039 0.492
O -0.133 -0.760 -0.651
C 0.122 2.194 -0.482
O 0.420 -0.887 -1.745
O -0.855 -0.619 2.318
C 0.542 -0.462 -0.185
H -0.276 0.654 0.665
H 0.166 0.366 -0.465
H -0.364 0.115 -0.123
H -0.009 -0.189 -1.013
H 0.189 0.083 0.249
H -0.442 0.453 0.860
C -1.403 0.310 1.334
O 0.924 -1.389 -0.382
C 0.183 -2.039 -0.387
O -1.691 2.252 -0.309
O 3.299 1.072 0.892
C -1.049 0.221 0.832
H -0.148 -0.003 -0.633
H 0.668 -0.705 0.120
H -0.204 0.094 -0.361
H -0.593 0.019 -0.014
H 0.260 0.440 -0.467
H -0.231 -0.364 -0.547
C -0.915 -0.082 -0.091
O 0.870 -0.747 0.049
C -3.095 1.497 -0.567
O 1.636 -0.740 1.067
O 2.565 -1.143 0.272
C -1.796 0.191 -0.932
H 0.039 0.302 -0.486
H 0.291 0.212 0.366
H 0.579 -0.164 -0.208
H 0.276 0.259 -0.424
H -0.540 0.216 0.568
H -0.035 0.263 0.513
C -1.037 1.875 0.424
O 0.193 -1.070 0.135
C 0.273 0.283 0.826
O 0.199 -0.972 -0.166
O -0.415 0.321 -0.410
C -1.124 2.309 1.104
H 0.042 0.169 -0.039
H 0.264 -0.725 -1.047
H 0.327 -0.149 0.114
H 1.113 -0.973 -0.857
H 0.969 -0.124 -0.236
H -0.828 -0.838 -0.063
C -2.053 0.736 1.763
O 0.788 -0.418 -0.088
C 0.152 0.160 -2.289
O -0.370 0.328 0.719
O 0.959 -0.618 1.104
C -1.423 0.182 0.770
H 0.882 0.264 -0.074
H 0.396 -0.520 -0.148
H 0.155 -0.287 -0.800
H 0.210 0.234 0.234
H 0.291 0.141 -0.977
H 0.049 -0.056 -0.145
C -0.033 0.368 0.109
O -0.425 0.853 -0.493
C -0.207 -0.985 1.394
O 0.105 0.266 -1.014
O 1.038 -1.006 0.898
C -0.386 0.037 -1.460
H -0.384 0.007 0.931
H 0.215 0.071 -0.459
H -0.418 -0.500 -0.225
H -0.237 0.795 0.586
H -0.192 -0.398 -0.305
H 0.340 0.189 0.106
C 1.248 -0.562 -0.564
O -0.256 0.560 -0.016
C 0.894 -0.075 -0.253
O 0.354 0.184 0.155
O -1.230 -0.193 -0.003
C -2.266 0.123 0.237
H -0.175 0.171 -0.097
H -0.165 -0.182 -0.066
H -0.483 0.362 0.287
H 1.158 -0.413 -0.500
H 0.059 -0.074 0.087
H 0.772 0.137 0.689
C -1.136 -1.533 1.637
O 0.237 -0.129 -0.667
C 0.129 -0.018 1.744
O 0.440 -0.968 -1.483
O -0.653 1.528 0.290
C -0.088 -2.034 0.701
H -0.178 0.148 -0.018
H 0.537 1.244 -0.617
H 0.229 0.476 -1.048
H 0.292 0.547 0.567
H 0.065 0.059 -0.012
H 0.550 1.017 -1.165
C -0.238 1.029 0.915
C 0.242 -0.655 -1.771
O -1.107 0.754 0.384
H 0.001 -0.849 -0.295
H 0.655 -0.248 0.545
H 0.059 0.129 -0.512
H 0.441 0.532 0.786
H -0.190 -0.270 0.405
H 0.159 -0.292 -0.391
C 0.298 0.498 0.824
C 1.232 0.730 0.900
O 0.752 -0.827 0.953
H 0.107 -0.556 0.415
H 0.377 -0.123 -0.552
H -0.638 -0.867 -0.513
H -1.291 0.514 -0.617
H 0.405 -0.100 -0.855
H -1.175 0.612 -0.519
C 1.681 0.773 0.265
C -2.041 -1.639 0.948
O 0.262 -0.082 0.684
H -0.605 -0.378 -0.064
H -0.641 -0.195 -0.217
H -0.262 -0.079 0.151
H 0.390 0.851 -0.707
H 0.449 0.573 -0.048
H 0.824 0.023 -1.096